Entry 1:
{
  "formula": "C4H11NS2",
  "method": "ωB97M-V/def2-TZVPD",
  "species": ["C", "N", "C", "C", "C", "S", "S", "H", "H", "H", "H", "H", "H", "H", "H", "H", "H", "H"],
  "coordinates": [[1.95264, 0.33818, 2.12033], [0.88979, 0.70066, 1.09552], [0.06538, -0.45472, 0.76983], [-1.14587, -0.41650, -0.12546], [-0.58271, -0.72313, -1.58793], [-0.27536, 0.86281, -2.29656], [-2.13467, 1.86890, -2.07318], [1.48992, 0.68924, 3.09519], [2.25913, -0.77504, 2.04644], [3.00463, 0.81543, 2.04515], [1.13484, 1.26861, 0.19029], [0.74570, -1.15877, 0.14019], [-0.14437, -0.96890, 1.69672], [-1.72005, 0.42241, -0.05067], [-1.81956, -1.27113, 0.10581], [-1.38916, -1.27279, -2.08525], [0.31995, -1.45580, -1.78641], [-2.65023, 1.53054, -3.30001]],
  "e_homo_ev": -8.23,
  "de_lowest_kcal_mol": 54.8,
  "gap_ev": 8.60
}

Entry 2:
{
  "formula": "C4H11O",
  "method": "ωB97M-V/def2-TZVPD",
  "species": ["C", "O", "H", "H", "H", "C", "C", "C", "H", "H", "H", "H", "H", "H", "H", "H"],
  "coordinates": [[-1.97763, 1.48036, 0.67616], [-1.87521, 2.81533, 0.64538], [-1.12153, 0.97701, 0.15830], [-1.96398, 0.92733, 1.69345], [-2.83318, 1.07352, 0.08841], [-0.02620, -1.58046, -0.49182], [0.87516, -0.58960, 0.31091], [1.82390, 0.21297, -0.52582], [-0.65683, -1.07922, -1.22113], [-0.58652, -2.24814, 0.30816], [0.54730, -2.32798, -1.06171], [1.35412, -1.00557, 1.25541], [0.13712, 0.10488, 0.59248], [1.93313, 1.26916, -0.21748], [2.86341, -0.14550, -0.53081], [1.50693, 0.11591, -1.67989]],
  "total_charge": -1,
  "e_homo_ev": -1.80,
  "de_lowest_kcal_mol": 27.3,
  "gap_ev": 5.63
}

Entry 3:
{
  "formula": "C4H11O2S",
  "method": "ωB97M-V/def2-TZVPD",
  "species": ["C", "C", "C", "C", "O", "O", "S", "H", "H", "H", "H", "H", "H", "H", "H", "H", "H", "H"],
  "coordinates": [[-2.35732, 0.02523, -0.51445], [0.50116, 1.49781, 1.23487], [2.62093, -0.48763, 0.28094], [-1.46820, -1.21221, -0.83598], [0.97228, 0.86439, -1.28218], [-0.45525, -1.48554, 0.02471], [1.06330, 0.23569, -0.00024], [-3.32791, -0.21384, -0.95095], [-2.53065, 0.01435, 0.57825], [-1.90269, 1.02710, -0.81133], [-0.46776, 1.17379, 1.60809], [0.18303, 2.15002, 0.49446], [1.31877, 1.82575, 1.95753], [3.31008, -0.32307, -0.54780], [2.53161, -1.61499, 0.22758], [3.00448, -0.14330, 1.23351], [-1.14406, -1.08445, -1.85110], [-1.85181, -2.24910, -0.84591]],
  "total_charge": 1,
  "e_homo_ev": [-14.83, -14.58],
  "de_lowest_kcal_mol": 99.6,
  "gap_ev": [8.02, 8.54]
}

Entry 4:
{
  "formula": "C4H11O2Sr",
  "method": "ωB97M-V/def2-TZVPD",
  "species": ["H", "O", "C", "H", "H", "H", "C", "O", "C", "C", "Sr", "H", "H", "H", "H", "H", "H", "H"],
  "coordinates": [[0.61932, 0.53792, 3.62834], [0.49991, 0.67488, 4.58490], [-0.88088, 0.73970, 4.86641], [-1.41661, -0.15283, 4.50314], [-0.99573, 0.79346, 5.95673], [-1.35035, 1.63301, 4.42238], [1.95698, 0.06864, -3.03874], [0.88114, -0.24311, -2.16050], [-0.28340, -0.66941, -2.75726], [-1.40007, -0.91785, -1.81562], [1.20926, 0.42967, 0.37844], [2.77923, 0.44116, -2.41517], [2.26467, -0.83971, -3.57324], [1.65841, 0.84786, -3.75375], [-2.10742, -1.37521, -2.57453], [-0.44432, -0.27777, -3.76628], [-1.17241, -1.70929, -1.08472], [-1.81772, 0.01890, -1.40050]],
  "spin_multiplicity": 2,
  "e_homo_ev": [-4.93, -4.93],
  "gap_ev": [5.17, 4.96]
}

Entry 5:
{
  "formula": "C4H11O4",
  "method": "ωB97M-V/def2-TZVPD",
  "species": ["O", "C", "O", "C", "C", "C", "H", "H", "H", "H", "H", "H", "H", "H", "H", "O", "H", "H", "O"],
  "coordinates": [[1.01534, 1.24217, 1.12335], [-0.14745, 0.82577, 1.47201], [-0.68121, 1.18864, 2.52860], [-0.95426, 0.20061, 0.27931], [-0.12522, -0.92983, -0.24082], [-0.54552, -1.81985, -1.44770], [-1.08205, 1.05991, -0.38290], [-1.87475, -0.20471, 0.73637], [0.10322, -1.60981, 0.59322], [0.84836, -0.47104, -0.52574], [-0.06879, -1.65797, -2.39914], [-0.22162, -2.79619, -1.17107], [-1.63129, -1.75360, -1.41348], [-0.84616, 1.63170, -2.96477], [0.07944, 0.58975, -2.02386], [-0.55598, 0.74009, -2.72105], [1.77860, 1.25466, 3.40473], [2.23390, 1.34713, 2.11754], [2.67543, 1.16255, 3.03541]],
  "total_charge": -1,
  "e_homo_ev": -4.72,
  "de_lowest_kcal_mol": 25.3,
  "gap_ev": 8.05
}

Entry 6:
{
  "formula": "C4H11P3",
  "method": "ωB97M-V/def2-TZVPD",
  "species": ["C", "P", "C", "P", "C", "C", "P", "H", "H", "H", "H", "H", "H", "H", "H", "H", "H", "H"],
  "coordinates": [[3.04390, -0.91578, -0.19457], [2.16801, 0.46898, 0.66553], [1.13341, 1.03009, -0.78760], [-0.27274, 2.05381, -0.19693], [-1.66790, 0.42017, 0.25654], [-3.00931, 0.84174, 0.70504], [-1.29670, -1.12556, -0.51645], [2.34482, -1.51249, -0.77619], [3.53096, -1.54219, 0.54736], [3.80758, -0.50385, -0.85125], [1.15955, -0.33783, 1.21234], [0.77319, 0.16137, -1.35392], [1.76902, 1.65170, -1.42921], [-3.03291, 1.90920, 0.91323], [-3.76912, 0.60849, -0.04406], [-3.28081, 0.30529, 1.61860], [-0.83106, -1.82335, 0.60932], [-2.56988, -1.68980, -0.37779]],
  "e_homo_ev": [-7.91, -8.04],
  "de_lowest_kcal_mol": 45.9,
  "gap_ev": [7.18, 7.84]
}

Entry 7:
{
  "formula": "C4H11PSi",
  "method": "ωB97M-V/def2-TZVPD",
  "species": ["C", "C", "C", "C", "Si", "P", "H", "H", "H", "H", "H", "H", "H", "H", "H", "H", "H"],
  "coordinates": [[-1.74529, 0.94865, -1.05034], [0.67573, -1.77379, -0.46386], [1.61657, 1.24376, -0.03134], [-0.32730, -0.30705, 1.97420], [0.26933, -0.03043, 0.16280], [-1.99994, 0.14014, -2.47598], [-2.03441, 1.90985, -0.47639], [1.45037, -1.88204, -1.29601], [1.04726, -2.34399, 0.39989], [-0.31731, -2.17459, -0.69170], [2.32379, 1.07092, -0.80793], [1.18369, 2.16620, -0.00414], [2.31205, 1.24187, 0.91578], [-1.29074, 0.30642, 2.18386], [-0.50237, -1.37539, 1.95773], [0.48781, -0.05572, 2.63306], [-3.14925, 0.91519, -2.92962]],
  "e_homo_ev": -8.37,
  "de_lowest_kcal_mol": 34.5,
  "gap_ev": 9.03
}